[1]
The following is a DFT calculation (the ωB97M-V functional and the def2-TZVPD basis) of an isolated molecule of C4H10N2O.

Geometry (Å):
C1 -0.86 1.27 1.69
N1 -0.61 1.54 0.27
C2 0.46 0.81 -0.27
O1 1.48 1.35 -0.67
N2 0.25 -0.57 -0.28
C3 1.43 -1.39 -0.43
C4 -0.85 -0.99 -1.15
H1 -1.12 0.22 1.82
H2 0.04 1.50 2.29
H3 -1.68 1.90 2.05
H4 -0.36 2.51 0.17
H5 1.17 -2.41 -0.12
H6 2.22 -1.02 0.23
H7 1.81 -1.41 -1.46
H8 -1.60 -0.20 -1.21
H9 -0.47 -1.20 -2.16
H10 -1.32 -1.91 -0.77

Calculated total energy: -343.162175 hartree
Total charge: 0
HOMO: -9.262 eV
SMILES: CNC(=O)N(C)C
ΔE to the lowest compared entry with this formula, charge and spin: 103.1 kJ/mol

Atomic partial charges in e from the natural (NBO) method, atoms 1 to 5: atom 1 (C): -0.412, atom 2 (N): -0.652, atom 3 (C): 0.795, atom 4 (O): -0.613, atom 5 (N): -0.484

***

[2]
The following is a DFT calculation (the ωB97M-V functional and the def2-TZVPD basis) of a structure of composition C22H24N3O11V in a non-equilibrium geometry.

Geometry (Å):
O1 -0.78 0.49 1.35
V1 0.61 -0.24 1.09
O2 1.23 -0.55 2.51
O3 2.05 0.30 -0.37
C1 2.21 1.59 -0.96
C2 3.31 1.93 -2.00
O4 3.44 1.13 -3.11
H1 2.26 2.33 -0.14
H2 1.25 1.81 -1.45
H3 4.30 2.15 -1.54
H4 2.97 2.94 -2.33
C3 -2.03 -2.79 -0.71
C4 -0.85 -2.95 0.26
O5 0.23 -2.13 0.00
H5 -2.96 -3.28 -0.42
H6 -1.69 -3.17 -1.68
H7 -2.26 -1.73 -0.87
H8 -0.48 -3.99 0.25
H9 -1.26 -2.75 1.26
C5 -0.04 4.98 -0.76
C6 0.69 4.99 0.41
C7 0.14 4.38 1.54
C8 -1.05 3.72 1.49
C9 -1.80 3.79 0.32
C10 -1.30 4.41 -0.80
N1 -1.58 2.99 2.67
O6 -0.78 2.81 3.57
O7 -2.65 2.46 2.62
H10 0.44 5.43 -1.63
H11 1.61 5.55 0.43
H12 0.65 4.45 2.49
H13 -2.74 3.25 0.23
H14 -1.83 4.39 -1.75
C11 -5.02 0.23 -4.16
C12 -3.91 0.04 -4.99
C13 -2.65 -0.09 -4.47
C14 -2.46 0.12 -3.10
C15 -3.52 0.35 -2.26
C16 -4.81 0.40 -2.79
N2 -1.09 0.09 -2.56
O8 -0.92 0.65 -1.49
O9 -0.29 -0.59 -3.15
H15 -6.04 0.27 -4.52
H16 -4.03 -0.19 -6.05
H17 -1.82 -0.26 -5.14
H18 -3.31 0.59 -1.23
H19 -5.69 0.52 -2.18
C17 2.41 -3.94 5.02
C18 3.78 -3.97 4.86
C19 4.34 -3.81 3.58
C20 3.51 -3.57 2.51
C21 2.12 -3.48 2.65
C22 1.60 -3.80 3.89
N3 4.10 -3.20 1.21
O10 5.27 -3.44 0.98
O11 3.29 -2.85 0.41
H20 1.93 -3.91 5.99
H21 4.46 -4.02 5.70
H22 5.41 -3.95 3.45
H23 1.50 -3.20 1.80
H24 0.53 -3.71 4.04

Calculated total energy: -2788.291283 hartree
Total charge: -2
HOMO: 0.525 eV
ΔE to the lowest compared entry with this formula, charge and spin: 0.0 kJ/mol

Atomic partial charges in e from the Mulliken method, atoms 1 to 5: atom 1 (O): -0.646, atom 2 (V): 1.607, atom 3 (O): -0.858, atom 4 (O): -0.460, atom 5 (C): 0.469

***

[3]
The following is a DFT calculation (the ωB97M-V functional and the def2-TZVPD basis) of an isolated molecule of C7H11N in a non-equilibrium geometry.

Geometry (Å):
C1 0.49 -0.64 1.35
C2 -0.65 0.38 1.05
C3 -1.50 -0.49 0.14
N1 -0.45 -0.86 -0.80
C4 -0.46 0.55 -1.33
C5 0.15 1.30 -0.14
C6 1.57 0.59 -0.26
C7 0.86 -0.84 -0.14
H1 1.34 -0.28 1.91
H2 -0.05 -1.52 1.72
H3 -1.11 1.10 1.83
H4 -2.34 -0.02 -0.26
H5 -1.81 -1.38 0.70
H6 0.02 0.66 -2.33
H7 -1.52 0.66 -1.44
H8 0.04 2.31 0.28
H9 2.30 0.53 0.53
H10 2.15 0.86 -1.14
H11 1.32 -1.98 -0.35

Calculated total energy: -327.945845 hartree
Total charge: 0
HOMO: -9.129 eV
SMILES: C1[C@@H]2CN3C[C@@H]2C[C@@H]13
ΔE to the lowest compared entry with this formula, charge and spin: 373.2 kJ/mol

Atomic partial charges in e from the natural (NBO) method, atoms 1 to 5: atom 1 (C): -0.435, atom 2 (C): -0.217, atom 3 (C): -0.254, atom 4 (N): -0.429, atom 5 (C): -0.246

***

[4]
The following is a DFT calculation (the ωB97M-V functional and the def2-TZVPD basis) of a cluster of 2 separate species, C3H13N3O in total in a non-equilibrium geometry.

Geometry (Å):
N1 -0.92 -1.71 1.03
C1 -0.26 -0.61 1.72
C2 -0.40 0.76 1.07
N2 0.41 0.94 -0.15
C3 1.66 0.26 -0.48
N3 1.64 -0.41 -1.78
H1 -0.55 -1.75 0.08
H2 -1.90 -1.49 0.89
H3 0.80 -0.81 1.74
H4 -0.51 -0.58 2.78
H5 -1.41 1.05 0.83
H6 -0.06 1.49 1.82
H7 0.52 1.92 -0.32
H8 1.97 -0.46 0.25
H9 2.40 1.05 -0.61
H10 0.98 -1.17 -1.71
H11 1.28 0.25 -2.45
O1 -2.26 0.49 -1.41
H12 -1.55 1.12 -1.55
H13 -1.84 -0.33 -1.74

Calculated total energy: -361.572914 hartree
Total charge: 0
HOMO: -8.927 eV
SMILES: NCCNCN.O
ΔE to the lowest compared entry with this formula, charge and spin: 135.3 kJ/mol

Atomic partial charges in e from the natural (NBO) method, atoms 1 to 5: atom 1 (N): -0.816, atom 2 (C): -0.234, atom 3 (C): -0.232, atom 4 (N): -0.691, atom 5 (C): -0.065